(1)
Here is a structure of composition C29H28I2N4OSV from the OMol25 dataset. Energies are from ωB97M-V with the def2-TZVPD basis set.

XYZ file:
```
66
Properties=species:S:1:pos:R:3:forces:R:3
V -0.03263 -0.00182 -0.09433 -0.441 -0.433 -0.169
I -7.03187 -1.85937 1.77570 0.024 0.004 -0.008
C -5.02931 -1.68228 1.25813 0.001 0.013 -0.011
C -4.12125 -2.64773 1.67439 0.026 -0.058 0.031
C -2.77637 -2.53878 1.34007 -0.246 0.145 -0.054
I -1.40082 -3.93481 2.00370 0.052 -0.025 0.004
C -2.38664 -1.45420 0.56960 0.188 0.017 0.079
O -1.05437 -1.30396 0.25628 0.401 0.193 -0.127
C -3.27119 -0.46278 0.14450 -0.084 -0.111 0.118
C -2.81590 0.66352 -0.73788 -0.019 -0.011 -0.019
N -1.59010 1.38134 -0.23194 0.051 0.009 0.039
C -1.81727 2.14607 1.02423 0.030 0.058 -0.007
C -1.14478 1.47535 2.18773 -0.059 0.018 0.048
C -1.59411 1.60952 3.48741 0.040 0.020 0.000
C -0.87881 1.00180 4.50836 0.012 -0.003 -0.025
C 0.26356 0.27463 4.20043 0.000 0.014 -0.026
C 0.64657 0.17563 2.88035 0.121 0.021 0.043
N -0.03925 0.76913 1.88986 -0.075 -0.037 -0.233
C -4.60478 -0.59234 0.50354 0.001 0.028 -0.004
H -4.45614 -3.48617 2.26943 0.000 0.000 0.003
H -3.61711 1.39699 -0.83751 -0.003 -0.020 -0.019
H -2.55335 0.29799 -1.73195 0.004 -0.001 0.013
H -1.33961 2.03118 -0.97526 0.018 -0.060 -0.036
H -2.88370 2.27866 1.20577 0.003 -0.041 0.005
H -1.38231 3.14053 0.89885 -0.035 0.008 0.008
H -2.48903 2.17986 3.69521 -0.006 0.000 0.000
H -1.21214 1.09036 5.53359 -0.002 -0.002 0.005
H 0.84277 -0.21834 4.96726 0.004 0.001 0.004
H 1.52284 -0.38864 2.58717 -0.015 -0.012 0.002
H -5.32196 0.15198 0.18171 -0.001 0.002 0.002
C -1.12327 0.80397 -5.26402 -0.007 0.006 -0.006
C 0.18525 0.21430 -4.71945 0.015 -0.029 -0.043
C 1.37406 1.10782 -5.10809 -0.004 0.004 -0.001
C 0.39360 -1.20718 -5.26686 -0.002 -0.005 -0.004
C 0.11493 0.14426 -3.25841 -0.018 0.068 0.030
C 0.05797 0.08609 -2.04117 0.128 0.149 0.260
H -1.06574 0.86503 -6.35077 -0.001 -0.002 -0.004
H -1.29442 1.80956 -4.87772 0.005 0.003 0.000
H -1.97593 0.17545 -5.00532 0.001 -0.004 0.005
H 1.43544 1.16638 -6.19480 -0.001 -0.003 -0.004
H 2.31198 0.69684 -4.73416 0.003 -0.001 0.005
H 1.25187 2.11889 -4.71862 0.001 0.004 -0.001
H 0.44626 -1.16427 -6.35480 0.001 0.003 -0.004
H -0.43266 -1.86139 -4.98950 -0.001 -0.002 0.000
H 1.32245 -1.63930 -4.89514 0.002 -0.001 0.004
S 6.26867 0.92840 -1.36161 -0.071 0.090 0.181
C 4.63809 0.51950 -0.83111 0.123 -0.012 -0.051
C 3.73401 1.54893 -0.55109 -0.032 -0.167 -0.030
C 2.45710 1.20618 -0.17722 0.108 0.289 -0.117
N 2.02728 -0.05897 -0.10549 -0.261 -0.014 0.167
C 2.88490 -1.05559 -0.37867 -0.015 0.004 -0.077
C 4.19051 -0.80146 -0.72832 -0.007 -0.019 0.136
C 7.20758 -0.16286 -0.29999 0.011 -0.138 -0.133
C 7.58610 -1.42670 -0.72669 0.050 0.002 -0.043
C 8.32055 -2.21659 0.15020 -0.017 0.024 -0.042
N 8.68188 -1.81636 1.36332 0.043 -0.060 0.042
C 8.33764 -0.59267 1.74618 -0.035 0.057 -0.009
C 7.60032 0.27854 0.95349 -0.035 0.002 0.035
H 4.03243 2.58571 -0.60880 0.003 0.004 0.030
H 1.73352 1.98332 0.06645 0.028 0.014 -0.002
H 2.49246 -2.06357 -0.33895 0.013 -0.001 -0.003
H 4.85430 -1.62722 -0.94062 0.005 -0.005 0.015
H 7.34600 -1.78381 -1.71936 -0.020 0.005 0.002
H 8.63575 -3.21057 -0.14448 -0.001 -0.003 0.001
H 8.66553 -0.28531 2.73225 0.003 -0.003 0.002
H 7.35182 1.27029 1.30558 -0.001 0.005 -0.009
```
Positions in Å, forces in eV/Å.

Summary:
Charge: +2
Energy above the lowest of the compared OMol25 structures with the same formula, charge and spin in kcal per mole: 7.7
Orbital gap (alpha / beta) in eV: 6.03 / 6.57
Spin multiplicity: 2

---

(2)
Here is a structure of composition C29H28IN2O2PdSSe at a distorted geometry from the OMol25 dataset. Energies are from ωB97M-V with the def2-TZVPD basis set.

XYZ file:
```
65
Properties=species:S:1:pos:R:3:forces:R:3
Pd 0.89856 -0.51039 -0.51693 -0.257 0.172 0.046
C -1.66596 -3.74014 -1.76768 0.062 0.101 0.001
C -1.70929 -3.25885 -0.35070 -0.275 -0.281 0.012
N -2.80904 -3.40762 0.34862 0.148 0.051 -0.181
C -2.82191 -3.01377 1.63980 -0.075 -0.014 0.197
C -1.75161 -2.44995 2.28243 0.103 0.181 0.030
C -1.85133 -2.09913 3.74220 -0.128 -0.015 -0.052
O -1.71768 -0.70859 4.02026 0.069 0.030 0.092
C -0.55981 -2.22040 1.54957 -0.526 -0.199 -0.707
C 0.56770 -1.56528 2.12956 0.647 0.247 -0.100
N 1.64406 -1.30258 1.44723 -0.782 0.219 -0.430
C 2.81373 -0.86279 2.03970 0.796 0.210 0.734
C 3.04717 -0.97135 3.42508 -0.268 -0.028 -0.289
C 4.20812 -0.51594 4.01292 0.055 0.073 0.131
C 5.21157 0.05193 3.24177 -0.055 -0.019 -0.069
C 5.05437 0.08988 1.86505 0.088 0.004 0.190
C 3.89190 -0.37894 1.27960 -0.304 -0.107 -0.758
I 3.88300 -0.43792 -0.84965 0.315 -0.002 0.544
C -0.51511 -2.66739 0.18721 0.308 -0.007 0.631
O 0.53826 -2.59303 -0.54204 -0.301 -0.270 -0.660
H -2.66902 -3.96512 -2.12250 -0.027 -0.010 0.060
H -1.04813 -4.63991 -1.83116 0.016 0.016 -0.048
H -1.19564 -2.99067 -2.40658 -0.005 -0.005 -0.010
H -3.75701 -3.17648 2.16762 0.050 0.001 0.052
H -1.04621 -2.58674 4.29663 -0.037 0.028 0.063
H -2.80246 -2.47361 4.13709 0.035 -0.041 -0.023
H -2.29353 -0.22069 3.42266 -0.001 -0.013 -0.069
H 0.48306 -1.22282 3.16078 0.081 -0.344 0.126
H 2.29284 -1.44474 4.03950 0.028 0.040 0.051
H 4.33176 -0.61249 5.08466 -0.003 0.017 -0.006
H 6.11439 0.43552 3.69813 0.023 -0.041 -0.005
H 5.85165 0.46416 1.23824 -0.029 0.033 -0.019
C -3.84013 5.45048 -0.62875 0.084 -0.061 0.080
C -2.72828 4.51680 -0.22409 -0.028 0.068 -0.006
C -2.92751 3.15106 -0.11567 0.003 0.010 -0.009
C -1.89329 2.27353 0.20214 0.165 0.137 0.105
C -2.22032 0.82460 0.40896 -0.085 -0.019 -0.140
C -0.59393 2.78623 0.37652 -0.128 -0.115 -0.235
Se 0.96581 1.68558 0.59166 -0.070 -0.067 -0.156
C -0.40303 4.18126 0.38797 -0.009 -0.151 -0.046
C 0.92123 4.77976 0.77114 -0.010 -0.006 -0.121
C -1.46779 5.01416 0.07712 -0.020 0.063 0.007
H -4.67823 4.89902 -1.05440 -0.023 0.017 0.009
H -3.48398 6.16242 -1.37517 -0.055 0.026 -0.005
H -4.20520 6.02145 0.22875 -0.041 0.019 -0.030
H -3.91973 2.74476 -0.28716 0.006 -0.015 -0.012
H -3.29011 0.64352 0.28850 0.002 0.062 0.038
H -1.92203 0.51153 1.41225 0.119 -0.046 -0.048
H -1.69883 0.18513 -0.29989 0.095 -0.108 -0.017
H 1.74188 4.25124 0.28591 0.010 0.056 -0.015
H 1.07262 4.67933 1.84914 0.068 0.022 -0.009
H 0.96487 5.83725 0.50829 -0.032 0.018 0.036
H -1.30501 6.08839 0.05494 0.028 -0.006 -0.006
S 0.02726 0.09340 -2.64132 0.008 0.374 0.968
C 0.72758 -0.98232 -3.83292 0.102 -0.293 0.262
C 0.42640 -0.76020 -5.18120 0.016 0.013 0.053
C 0.90326 -1.61570 -6.15980 0.011 -0.021 -0.045
C 1.71210 -2.69354 -5.82332 0.034 -0.054 -0.031
C 2.02569 -2.91175 -4.48911 0.031 -0.001 -0.012
C 1.53291 -2.07666 -3.49851 -0.013 0.060 -0.109
H -0.18950 0.09198 -5.44206 -0.028 -0.025 -0.036
H 0.63979 -1.44948 -7.19813 0.011 0.068 0.008
H 2.09020 -3.35737 -6.59112 -0.009 0.006 -0.005
H 2.65659 -3.74835 -4.21118 -0.021 -0.011 0.009
H 1.74031 -2.28164 -2.45855 0.024 -0.046 -0.019
```
Positions in Å, forces in eV/Å.

Summary:
Charge: -1
Energy above the lowest of the compared OMol25 structures with the same formula, charge and spin in kcal per mole: 9.3
Orbital gap in eV: 5.99

---

(3)
Here is a cluster of 2 separate species, C29H29BF6O2S in total at a distorted geometry from the OMol25 dataset. Energies are from ωB97M-V with the def2-TZVPD basis set.

XYZ file:
```
68
Properties=species:S:1:pos:R:3:forces:R:3
C 0.65382 -2.16275 -5.70980 0.342 -0.465 -0.360
C 0.61603 -1.49512 -4.39397 -1.475 1.072 0.452
C -0.29256 -0.48349 -4.11069 1.337 -0.311 -0.309
C -0.28489 -0.09726 -2.75211 -0.040 -0.999 1.030
C 0.35640 -1.03590 -1.90880 0.467 0.888 -3.775
C -0.32465 -1.69337 -0.85068 -0.772 -0.454 1.385
C 0.01921 -3.01697 -0.47742 -0.618 0.554 -0.061
C -0.76737 -3.66985 0.45070 -0.146 0.159 0.035
C -0.37863 -5.01799 0.99914 0.213 -0.749 0.397
F -1.02360 -6.06219 0.38562 0.599 0.886 0.493
F 0.96866 -5.24972 0.87807 -1.248 0.075 0.010
F -0.68248 -5.10146 2.33379 0.257 -0.191 -1.225
C -1.89480 -3.05143 0.97429 0.148 -0.159 0.510
C -2.19527 -1.73981 0.65541 -0.097 -0.116 -0.151
C -3.31198 -1.05276 1.38484 -0.707 0.437 0.503
F -2.89080 0.13032 1.94031 -0.418 -0.831 -0.500
F -4.36619 -0.74333 0.57178 0.724 -0.179 0.558
F -3.80394 -1.80547 2.41113 0.291 0.605 -0.820
C -1.45155 -1.04959 -0.28608 0.275 -0.825 -0.247
S 1.38887 -2.06051 -2.96935 -0.833 0.353 0.312
H -0.11477 -1.72383 -6.35366 0.132 -0.130 0.113
H 1.60896 -2.06769 -6.22497 0.115 -0.036 -0.015
H 0.44546 -3.22913 -5.56439 0.044 0.125 -0.285
H -0.99417 -0.13579 -4.87103 0.428 0.302 0.274
H -0.88282 0.72844 -2.36464 -0.117 -0.477 -0.083
H 0.84079 -3.55499 -0.94759 -0.065 0.344 0.232
H -2.49835 -3.58328 1.69289 -0.003 0.046 0.105
H -1.78844 -0.07759 -0.65584 0.321 -0.279 0.402
C 5.18289 2.48276 -4.15013 0.046 -0.002 0.335
C 4.08837 1.48880 -3.72272 -0.212 0.145 0.040
C 3.39908 1.05012 -5.03602 -0.323 -0.173 0.062
C 4.56737 0.30952 -2.85305 0.773 -0.088 -0.062
O 5.25598 0.76657 -1.63925 -0.118 -0.627 -0.863
B 4.54186 1.64105 -0.87465 -2.153 -0.901 -0.762
C 4.05958 1.00784 0.56396 0.727 2.729 -0.846
C 3.20974 -0.19413 0.31382 -0.820 -0.403 -0.261
C 1.85734 -0.03966 0.53005 2.772 2.103 2.230
C 1.20804 -0.92171 1.51853 -0.938 -1.366 0.708
C 1.75012 -2.19569 1.82443 -0.290 0.385 -0.084
C 1.30393 -2.92913 2.90929 0.219 -0.233 0.235
C 0.28066 -2.45459 3.72005 -0.194 0.454 0.734
C -0.31876 -1.23042 3.42186 0.005 -0.388 0.282
C 0.12577 -0.49240 2.33215 0.288 0.299 -0.742
C 1.69659 1.49407 0.80258 -0.151 0.338 -0.055
C 3.10929 2.00357 1.27225 -0.697 -0.782 0.477
O 3.81064 2.64575 -1.54206 -0.626 -0.767 -0.205
C 3.08862 2.13663 -2.73973 0.162 0.305 0.121
H 4.70068 3.37430 -4.59313 0.257 -0.325 0.247
H 5.78974 2.78865 -3.28778 -0.111 0.009 -0.350
H 5.83360 2.04071 -4.92316 -0.181 0.101 0.357
H 2.98025 1.93375 -5.56198 0.166 -0.409 0.401
H 4.12059 0.59831 -5.73871 -0.145 0.106 0.403
H 2.58139 0.32596 -4.88887 0.201 0.242 0.069
H 5.29000 -0.36202 -3.32651 -0.169 0.158 -0.175
H 3.66258 -0.28052 -2.56135 0.766 0.277 -0.116
H 4.98293 0.85495 1.13591 -0.303 -0.723 0.022
H 3.68318 -1.13892 0.07716 0.026 -0.130 0.265
H 2.51176 -2.62530 1.17528 0.003 0.159 0.251
H 1.76759 -3.88891 3.15706 -0.139 0.337 -0.228
H -0.01523 -2.98801 4.63629 0.104 0.120 -0.638
H -1.14704 -0.85886 4.04729 0.484 -0.161 -0.435
H -0.41894 0.42645 2.07830 0.421 -0.431 0.184
H 0.95214 1.71921 1.58150 0.195 -0.070 -0.499
H 1.39126 2.00012 -0.13434 0.126 -0.092 0.423
H 3.29553 3.05632 1.01904 -0.128 -0.358 -0.021
H 3.18998 1.89965 2.38899 -0.132 0.031 -0.933
H 2.48951 2.94208 -3.21941 0.626 -0.159 0.594
H 2.37521 1.34330 -2.40428 0.312 0.645 -0.145
```
Positions in Å, forces in eV/Å.

Summary:
Charge: 0
Energy above the lowest of the compared OMol25 structures with the same formula, charge and spin in kcal per mole: 4.8
Orbital gap in eV: 6.72
SMILES string: Cc1ccc(-c2cc(C(F)(F)F)cc(C(F)(F)F)c2)s1.CC1(C)COB([C@@H]2C=C(c3ccccc3)CC2)OC1

---

Which of these has the highest charge? C29H28I2N4OSV

---

energy above the lowest of the compared OMol25 structures with the same formula, charge and spin of number 3 (C29H29BF6O2S)? 4.8 kcal per mole

---

The lowest charge belongs to which entry? C29H28IN2O2PdSSe